Record 1
17
Properties=species:S:1:pos:R:3:forces:R:3:lowdin_charge:R:1 method="wB97M-V/def2-TZVPD" e_tot_ev=-16651.3621 smiles=CN[C@H](C)CS multiplicity=1
C 1.39182 1.75610 0.06860 0.468 -0.541 -0.476 -0.141
N 0.11718 1.19721 0.48801 -0.258 0.313 -0.020 -0.102
C -0.03990 -0.22673 0.15587 0.370 0.526 -0.156 -0.497
C -1.25715 -0.73802 0.91574 0.369 0.093 0.657 -0.542
S -1.65675 -2.49086 0.69755 -0.613 0.172 -0.408 0.708
C -0.09586 -0.52650 -1.34048 0.104 -1.038 0.163 -0.083
H 1.44330 1.93851 -1.00634 -0.083 0.409 -0.164 0.068
H 1.69875 2.64709 0.61491 -0.319 0.040 0.035 0.075
H 2.17225 1.01030 0.20557 0.127 -0.105 0.391 0.076
H -0.61012 1.73219 0.02037 -0.119 -0.113 0.202 0.107
H 0.89524 -0.66310 0.53019 -0.307 -0.342 0.148 0.131
H -1.15375 -0.56986 1.99112 0.260 0.115 -0.187 0.071
H -2.10529 -0.12092 0.63548 -0.382 -0.242 -0.288 0.075
H -0.51344 -2.95098 1.17531 0.432 -0.149 0.215 -0.152
H 0.75008 -0.08485 -1.85536 -0.061 0.310 -0.178 0.065
H 0.01117 -1.60802 -1.47589 0.030 0.068 -0.001 0.058
H -1.04754 -0.30156 -1.82067 -0.018 0.483 0.067 0.082



Record 2
12
Properties=species:S:1:pos:R:3:forces:R:3:lowdin_charge:R:1 method="wB97M-V/def2-TZVPD" e_tot_ev=-9809.5014 multiplicity=1
O 1.43466 1.84265 1.62057 0.044 -0.566 -0.512 0.159
C 1.33905 0.94564 0.87262 0.195 0.194 0.200 -0.366
N 1.36263 0.05563 0.05248 0.088 0.398 0.484 0.099
C 0.44391 -1.00389 -0.28376 -0.155 -0.091 0.012 -0.185
C -0.99781 -0.66465 0.01360 0.046 -0.138 -0.269 -0.287
O -1.32165 -0.43831 1.41590 -0.054 0.238 0.014 0.034
C -1.37644 0.62300 0.68385 -0.142 -0.417 0.242 0.052
H 0.13476 1.43576 -1.57334 -0.070 0.150 -0.174 0.062
H 0.75516 -1.91091 0.24952 -0.138 0.068 -0.074 0.126
H 0.52910 -1.22005 -1.35374 -0.006 0.096 0.153 0.119
H -1.77138 -1.20604 -0.52336 0.124 -0.029 0.098 0.129
H -0.54573 1.66682 -1.38804 0.068 0.097 -0.175 0.057



Kohn-Sham gap (eV)
9.873 10.153
Energy relative to the best compared isomer or geometry (same formula, charge and spin) (eV)
0.431 4.813